[1]
{
  "formula": "C7H10AuN3O2",
  "method": "the ωB97M-V functional and the def2-TZVPD basis",
  "elements": ["Au", "N", "N", "C", "O", "O", "H", "H", "H", "C", "C", "C", "C", "N", "C", "C", "H", "H", "H", "H", "H", "H", "H"],
  "coordinates": [[0.170673, -1.937414, -0.150454], [-0.553810, -3.913378, -0.257793], [-1.976329, -3.975252, -0.169517], [-2.744453, -2.897048, -0.817246], [-3.884236, -3.238044, -1.100034], [-2.139952, -1.814715, -0.982415], [-0.204969, -4.336362, -1.117411], [-0.164751, -4.432729, 0.522289], [-2.331512, -4.875461, -0.465262], [1.016952, 4.233736, 0.593983], [1.004880, 2.749172, 0.399292], [1.195403, 1.868144, 1.455941], [1.155764, 0.505591, 1.232114], [0.945172, -0.020502, 0.020289], [0.763807, 0.822010, -1.007821], [0.794469, 2.191727, -0.859183], [1.216272, 4.497824, 1.630090], [0.055709, 4.660908, 0.308201], [1.779583, 4.695310, -0.033392], [1.368818, 2.232890, 2.459061], [1.307846, -0.199852, 2.035956], [0.587673, 0.364893, -1.970764], [0.637002, 2.818558, -1.725916]],
  "forces_ev_per_a": [[0.13, 0.12, -0.01], [0.02, -0.12, 0.00], [0.06, 0.06, 0.14], [0.06, -0.16, -0.24], [-0.18, -0.06, 0.06], [0.15, 0.14, 0.07], [-0.03, 0.03, 0.03], [-0.02, 0.00, -0.04], [-0.01, 0.05, -0.04], [0.02, 0.02, 0.01], [-0.01, -0.04, -0.02], [0.03, -0.05, -0.03], [0.17, 0.02, 0.04], [-0.38, -0.05, 0.06], [0.08, 0.04, -0.08], [0.04, -0.07, 0.04], [0.00, 0.01, 0.01], [-0.02, 0.01, -0.01], [0.01, 0.02, -0.01], [0.00, 0.01, 0.00], [-0.05, 0.01, 0.02], [-0.06, 0.01, 0.00], [0.00, 0.02, -0.01]],
  "multiplicity": 1,
  "e_homo_ev": -7.9,
  "e_lumo_ha": -0.004,
  "total_energy_ha": -723.16301
}

[2]
{
  "formula": "C7H10BF4NPt",
  "method": "the ωB97M-V functional and the def2-TZVPD basis",
  "elements": ["C", "C", "C", "C", "C", "Pt", "N", "C", "C", "H", "H", "H", "H", "H", "H", "H", "H", "H", "H", "F", "B", "F", "F", "F"],
  "coordinates": [[-0.454185, 1.069721, -2.230555], [0.961230, 1.222668, -1.997780], [1.137825, 2.009990, -0.801448], [-0.175356, 2.362634, -0.298058], [-1.160148, 1.801012, -1.201567], [0.030918, 0.110038, -0.200061], [-1.326537, -1.334415, -0.543579], [-0.404072, -2.469982, -0.645344], [0.946360, -1.715284, -0.686045], [2.087755, 2.341603, -0.385390], [1.757341, 0.846193, -2.635574], [-0.380529, 2.984050, 0.570006], [-2.235367, 1.940286, -1.138276], [-0.909393, 0.551348, -3.069611], [1.350408, -1.656548, -1.700774], [-0.473627, -3.191669, 0.200662], [-2.066251, -1.468095, 0.148884], [1.653253, -2.047487, 0.077625], [-0.586341, -3.001825, -1.598865], [0.154969, -0.321715, 2.203397], [0.043626, -0.055820, 3.687746], [0.172845, 1.334118, 3.882126], [-1.220566, -0.532644, 4.083089], [1.095838, -0.778175, 4.279395]],
  "forces_ev_per_a": [[0.48, 1.30, -0.15], [-0.45, 0.86, -0.57], [-0.85, 0.78, -0.33], [0.82, 0.09, -0.73], [0.67, 0.18, -0.61], [0.59, 1.54, 2.69], [-0.43, -2.73, 1.86], [0.56, -0.13, -0.80], [-0.27, -1.75, -0.66], [-0.34, -0.22, -0.06], [-0.26, 0.00, 0.30], [0.08, -0.27, -0.19], [0.28, -0.18, 0.08], [0.12, 0.06, 0.30], [0.20, -0.14, 0.37], [-0.39, 0.58, -0.51], [-0.63, -0.07, -0.64], [-0.03, 0.19, -0.14], [-0.05, -0.10, 0.40], [-0.14, 0.14, 0.10], [0.13, -0.11, 0.33], [-0.11, -0.87, -0.29], [0.75, 0.33, -0.34], [-0.72, 0.52, -0.40]],
  "multiplicity": 5,
  "e_homo_ev": [-7.1, -10.3],
  "e_lumo_ha": [-0.001, -0.122],
  "total_energy_ha": -871.05508
}

[3]
{
  "formula": "C7H10Br2N2O2",
  "method": "the ωB97M-V functional and the def2-TZVPD basis",
  "elements": ["C", "C", "C", "C", "C", "C", "C", "N", "N", "O", "O", "Br", "Br", "H", "H", "H", "H", "H", "H", "H", "H", "H", "H"],
  "coordinates": [[-0.931793, -0.444221, 0.497598], [-0.694338, 0.579931, -0.259907], [0.673344, 0.604967, -0.662414], [0.385737, -1.118524, 0.784804], [-2.121813, 1.561429, -2.252115], [-1.579804, 1.657358, -0.789976], [1.039387, -0.899983, 2.391842], [1.287422, -0.526379, -0.134715], [2.668201, -0.989364, -0.150430], [1.243288, 1.333424, -1.464135], [0.366585, -2.489838, 0.745195], [-0.022317, -1.565738, 3.765406], [1.218170, 1.054006, 2.706236], [-1.801760, -0.878717, 0.998390], [-1.480053, 2.183071, -2.868316], [-3.193837, 1.806568, -2.408081], [-1.873551, 0.456626, -2.679602], [-2.446831, 1.598647, -0.194367], [-0.997054, 2.519758, -0.715309], [2.011300, -1.266403, 2.400608], [3.476562, -0.401973, -0.486111], [2.848622, -1.790254, -0.733235], [-0.075468, -2.984389, 1.508633]],
  "forces_ev_per_a": [[0.50, -1.90, 2.22], [-2.04, 1.82, -1.41], [4.10, -0.58, -2.37], [0.99, -0.50, 3.89], [1.60, -2.85, -1.02], [-1.04, -1.77, -1.04], [-2.18, 3.04, -2.69], [1.33, -0.79, -0.22], [0.61, 0.81, 0.22], [-0.81, 0.04, 0.89], [-0.50, -2.51, -0.24], [-0.67, -0.92, 0.63], [0.21, -0.42, -0.21], [0.05, 0.61, -0.45], [-0.26, 0.24, -0.26], [0.82, -0.20, 0.38], [-1.00, 2.41, 0.95], [-0.91, 0.73, 1.18], [0.39, 1.80, 0.46], [1.51, -0.88, -0.05], [-2.20, 0.69, 0.77], [-1.28, -0.57, -0.28], [0.78, 1.71, -1.34]],
  "multiplicity": 1,
  "e_homo_ev": -9.1,
  "e_lumo_ha": 0.011,
  "total_energy_ha": -5680.66502
}

[4]
{
  "formula": "C7H10BrClO",
  "method": "the ωB97M-V functional and the def2-TZVPD basis",
  "elements": ["C", "C", "C", "C", "C", "C", "C", "O", "Cl", "Br", "H", "H", "H", "H", "H", "H", "H", "H", "H", "H"],
  "coordinates": [[0.242840, 1.250363, -1.052547], [0.894673, 0.843938, -0.026622], [0.147386, 2.211893, -2.115984], [-0.790875, 1.097631, -2.213825], [-0.596061, -0.354942, 2.004294], [1.345441, -1.662999, 0.944931], [0.052691, -0.913728, 0.738012], [-0.705705, -1.324742, -0.277234], [2.147724, 1.597119, 0.891259], [1.985194, -1.968591, -0.960080], [-0.095097, 3.245737, -1.928043], [0.973433, 2.121486, -2.808739], [-0.731365, 0.278419, -2.786652], [-1.793262, 1.266910, -1.591888], [-0.969546, 0.613883, 1.798987], [0.049392, -0.354835, 2.840093], [-1.505857, -0.902308, 2.290281], [1.107163, -2.714011, 1.329102], [2.060126, -1.099296, 1.456477], [-0.845635, -0.575242, -1.003793]],
  "forces_ev_per_a": [[0.20, 0.59, -1.23], [-1.55, -3.40, 2.18], [1.66, 1.19, -0.98], [-3.12, 2.01, 6.23], [-1.28, -1.40, -1.05], [-2.28, -2.80, -2.28], [2.73, 4.41, -0.20], [-1.65, 1.21, -1.93], [-0.28, -0.01, -0.37], [0.51, -0.22, 1.17], [-0.58, 0.04, 0.00], [0.17, 0.17, -0.19], [0.24, -2.48, -2.61], [1.65, -0.33, -2.23], [-0.12, 1.16, -0.09], [0.88, 0.15, 0.79], [0.32, -0.39, -0.14], [0.78, 1.43, -0.26], [1.10, 0.53, 0.86], [0.63, -1.86, 2.32]],
  "multiplicity": 1,
  "e_homo_ev": -8.7,
  "e_lumo_ha": 0.028,
  "total_energy_ha": -3381.99488
}

[5]
{
  "formula": "C7H10BrNO2",
  "method": "the ωB97M-V functional and the def2-TZVPD basis",
  "elements": ["C", "C", "C", "C", "C", "C", "C", "N", "O", "O", "Br", "H", "H", "H", "H", "H", "H", "H", "H", "H", "H"],
  "coordinates": [[1.209373, -2.808405, -0.006768], [0.534915, 2.109479, 0.532940], [-0.660191, 1.534821, 0.104248], [-1.023110, -2.629896, -0.274829], [-0.429361, -1.331437, -0.640411], [1.099008, 3.371590, -0.015580], [-1.247862, 0.323611, 0.506357], [0.905493, -1.491494, -0.216018], [2.264735, -3.271589, 0.363690], [0.120144, -3.519243, -0.079828], [-3.161725, 0.168467, -0.091806], [1.130854, 1.543371, 1.250113], [-1.172396, 2.292218, -0.492972], [-1.499797, -2.721123, 0.665492], [-1.737647, -3.106365, -0.949023], [-0.613177, -0.953223, -1.637703], [1.155606, 4.031437, 0.781931], [0.498788, 3.920482, -0.751438], [2.143880, 3.198139, -0.378341], [-1.154820, 0.211123, 1.644590], [1.637297, -0.871972, -0.314635]],
  "forces_ev_per_a": [[2.01, -0.15, 1.84], [-2.25, -2.45, -0.95], [3.03, 4.31, -0.10], [-0.22, -2.00, -0.02], [-0.25, 3.31, 2.09], [0.55, -0.82, -1.01], [-0.61, -3.62, 0.14], [-1.54, -1.10, -0.53], [-0.18, 0.48, -0.74], [-1.79, -0.93, -0.89], [0.98, 0.14, 0.59], [0.13, 0.23, -0.02], [-0.41, -0.85, -0.52], [-0.70, 0.82, 1.15], [0.44, 0.32, -0.48], [-0.03, 0.28, -0.02], [0.53, 1.51, 1.70], [0.04, -0.69, -0.15], [-0.88, 0.25, 0.09], [-0.27, -0.71, -1.79], [1.42, 1.65, -0.40]],
  "multiplicity": 1,
  "e_homo_ev": -8.4,
  "e_lumo_ha": 0.002,
  "total_energy_ha": -3051.88578
}

[6]
{
  "formula": "C7H10Cl22O2P2S",
  "method": "the ωB97M-V functional and the def2-TZVPD basis",
  "elements": ["O", "P", "O", "S", "P", "Cl", "H", "H", "H", "Cl", "C", "Cl", "Cl", "H", "Cl", "C", "Cl", "Cl", "H", "Cl", "C", "Cl", "Cl", "H", "Cl", "C", "Cl", "Cl", "H", "Cl", "C", "Cl", "Cl", "H", "Cl", "C", "Cl", "Cl", "H", "Cl", "C", "Cl", "Cl", "H"],
  "coordinates": [[1.459691, 0.612192, -1.544483], [0.558671, 0.450027, -2.946742], [1.429382, -0.503035, -4.002465], [0.188444, 2.150413, -3.789206], [-1.273323, -0.595543, -2.252712], [-2.911760, 0.487621, -2.936729], [1.506900, -0.275746, -1.179082], [1.860248, -1.222851, -3.542734], [-1.259616, -1.814063, -2.998738], [-0.451052, -3.425348, -0.015156], [-1.990336, -4.277763, -0.162300], [-2.526152, -4.879833, 1.406751], [-3.203452, -3.218376, -0.885867], [-1.842284, -5.123191, -0.821079], [4.922235, 1.217227, -3.228094], [4.080609, 1.806094, -1.789546], [5.096425, 1.620743, -0.351313], [3.578784, 3.484297, -1.998852], [3.191452, 1.203701, -1.649610], [2.394091, -2.173584, 0.100500], [4.160508, -2.054169, 0.106671], [4.856725, -3.162666, 1.286270], [4.797431, -2.359953, -1.509628], [4.424875, -1.041669, 0.389426], [-3.812372, 4.013582, -1.471415], [-5.516481, 3.594147, -1.664615], [-5.698279, 2.220898, -2.762720], [-6.256865, 3.242653, -0.098660], [-6.027693, 4.443156, -2.098504], [1.427132, -2.321685, 4.393308], [0.026998, -1.818204, 3.440391], [-1.449176, -1.892371, 4.406477], [0.267685, -0.194656, 2.786727], [-0.079500, -2.504117, 2.609808], [8.660769, 0.437586, 4.007761], [7.792830, 1.261155, 2.709022], [6.212033, 0.515947, 2.442873], [7.616573, 2.980957, 3.064320], [8.369884, 1.160869, 1.799246], [-10.479468, 2.136806, 1.545577], [-8.902603, 1.531263, 2.060833], [-7.851241, 2.863930, 2.548907], [-9.078957, 0.361067, 3.371835], [-8.441426, 1.030282, 1.219256]],
  "forces_ev_per_a": [[-1.45, -0.77, -1.84], [0.55, 1.58, -1.81], [-0.93, 0.95, 1.49], [0.20, -0.85, 0.66], [-0.45, -0.18, 1.21], [1.06, -0.66, -0.16], [0.27, -0.43, 0.86], [0.41, -0.59, 0.10], [-0.02, 0.66, -0.42], [0.04, -0.14, 0.01], [-0.26, 0.09, 0.07], [0.07, 0.06, -0.11], [-0.05, -0.14, 0.05], [0.02, 0.00, 0.01], [-0.01, -0.02, 0.01], [0.17, 0.22, -0.16], [-0.07, -0.02, -0.05], [0.06, -0.15, 0.06], [0.34, 0.28, -0.04], [-0.08, 0.04, 0.06], [0.38, -0.07, 0.00], [-0.13, 0.11, -0.09], [-0.06, 0.08, 0.06], [-0.02, 0.01, -0.03], [-0.09, -0.01, -0.03], [0.17, -0.10, 0.08], [-0.16, 0.11, -0.01], [0.08, 0.08, -0.24], [-0.01, -0.01, 0.00], [-0.03, 0.00, -0.07], [0.00, 0.06, 0.10], [0.06, -0.02, -0.07], [-0.01, -0.08, -0.05], [-0.01, 0.01, 0.02], [-0.03, 0.02, -0.09], [0.02, 0.07, 0.14], [0.07, -0.06, 0.15], [0.01, -0.09, -0.05], [-0.02, -0.01, 0.00], [0.08, -0.03, -0.01], [-0.07, 0.04, 0.08], [-0.12, -0.08, 0.18], [0.02, 0.03, -0.07], [0.00, 0.01, 0.00]],
  "smiles": "OP(O)(=S)PCl.ClC(Cl)Cl.ClC(Cl)Cl.ClC(Cl)Cl.ClC(Cl)Cl.ClC(Cl)Cl.ClC(Cl)Cl.ClC(Cl)Cl",
  "multiplicity": 1,
  "e_homo_ev": -9.0,
  "e_lumo_ha": -0.021,
  "total_energy_ha": -11628.35534
}

[7]
{
  "formula": "C7H10Cl2Si2",
  "method": "the ωB97M-V functional and the def2-TZVPD basis",
  "elements": ["C", "C", "C", "C", "C", "C", "C", "Si", "Si", "Cl", "Cl", "H", "H", "H", "H", "H", "H", "H", "H", "H", "H"],
  "coordinates": [[0.775988, 2.373947, 1.783299], [-0.554667, 2.210596, 1.984089], [1.566469, 1.385695, 1.171284], [-1.102600, 0.948811, 1.746924], [0.941508, 0.168171, 0.771274], [-0.354230, -0.066603, 1.272761], [-0.489064, -0.669436, -3.654583], [0.612327, -1.752395, -2.558129], [-0.899053, -1.973905, 1.322188], [-0.083736, -2.819184, 2.998934], [-2.972400, -2.129706, 1.563506], [1.321734, 3.321540, 2.095504], [-1.024438, 3.089969, 2.477827], [2.563324, 1.770239, 0.895061], [-2.066616, 0.545890, 2.126884], [1.320218, -0.612080, 0.100443], [-0.326156, 0.391742, -3.720859], [-0.666472, -1.200482, -4.600345], [-1.482616, -0.753192, -3.219225], [2.067193, -1.145539, -2.220995], [0.853286, -3.084078, -2.335843]],
  "forces_ev_per_a": [[2.32, 0.83, -0.06], [-0.84, 0.93, 1.12], [-0.60, -0.29, -1.27], [-1.99, -0.26, 1.90], [0.45, 1.04, 0.77], [1.19, -2.25, -1.36], [-1.01, -1.99, 0.04], [1.87, 3.94, 1.40], [-0.08, 1.63, -0.76], [0.17, -0.09, 0.15], [0.38, 0.12, -0.07], [-1.02, -1.20, -0.48], [-0.39, -1.11, -0.54], [-0.36, -1.05, 0.01], [0.22, 1.39, -0.25], [0.68, 0.49, 0.53], [0.74, 0.14, -0.20], [0.45, 0.64, -0.24], [-0.22, 0.03, 0.36], [-1.68, -0.42, -0.57], [-0.29, -2.53, -0.50]],
  "multiplicity": 1,
  "e_homo_ev": [-8.1, -7.2],
  "e_lumo_ha": [-0.021, -0.051],
  "total_energy_ha": -1772.03412
}

[8]
{
  "formula": "C7H10ClCrN",
  "method": "the ωB97M-V functional and the def2-TZVPD basis",
  "elements": ["C", "C", "C", "C", "C", "Cr", "N", "C", "C", "H", "H", "H", "H", "H", "H", "H", "H", "H", "H", "Cl"],
  "coordinates": [[-0.685192, 0.715255, -1.435363], [0.666003, 0.597626, -1.060560], [0.844524, 1.259858, 0.247202], [-0.370704, 1.861448, 0.566037], [-1.501608, 1.422483, -0.339613], [-0.392884, -0.515725, 0.486583], [-2.238624, 0.546271, 0.587284], [0.584429, -2.350882, -0.007198], [1.700562, -1.520468, -0.009698], [1.773232, 1.260106, 0.813265], [1.435751, 0.140436, -1.684223], [-0.580679, 2.472579, 1.441265], [-2.228993, 2.149773, -0.740676], [-1.068232, 0.371400, -2.406979], [2.223467, -1.453630, -0.938518], [0.408848, -2.866488, 0.935500], [-3.066889, 0.187215, 1.044903], [2.205743, -1.207481, 0.871641], [0.140540, -2.528877, -1.017147], [0.150704, -0.540898, 2.646294]],
  "forces_ev_per_a": [[0.41, -1.02, -0.01], [-0.45, 0.60, -0.19], [-0.30, 1.74, -1.27], [1.40, 0.07, 0.08], [-2.12, 0.22, 0.22], [-0.69, 0.63, -0.36], [2.50, -2.30, 0.11], [0.06, -0.16, -0.16], [-1.14, -0.40, -0.47], [-0.37, 0.14, -0.14], [-0.34, 0.62, 0.30], [0.07, -0.53, -0.03], [0.64, 0.55, -0.13], [0.00, 0.11, 0.67], [0.34, 0.58, -0.34], [-0.67, -0.40, -0.58], [-0.29, 1.13, -1.12], [0.39, -0.18, 0.66], [0.35, -0.79, 1.18], [0.18, -0.62, 1.61]],
  "multiplicity": 4,
  "e_homo_ev": [-2.5, -2.0],
  "e_lumo_ha": [0.128, 0.129],
  "total_energy_ha": -1832.03155,
  "charge": -1
}

So what do the calculations give for F_max? Going down the list: 0.39; 3.33; 4.78; 7.26; 5.27; 2.46; 4.58; 3.40 eV Å⁻¹.